(i)
13
Properties=species:S:1:pos:R:3:lowdin_charge:R:1 method="wB97M-V/def2-TZVPD" lumo_ev=0.774 smiles="C=CO.CS" spin_multiplicity=1
C -2.47349 -0.81838 -0.96008 0.013
C -2.27057 -0.54498 0.34151 -0.281
O -1.03701 -0.39897 0.92160 -0.049
H -3.36667 -1.35537 -1.23968 0.049
H -1.72127 -0.43694 -1.64401 0.043
H -3.14805 -0.29744 0.95038 0.108
H -1.16901 0.37990 1.50141 0.112
C 1.28448 -0.40815 -0.80703 -0.429
S 1.96926 1.03466 0.21196 0.568
H 0.35492 -0.18838 -1.32105 -0.005
H 1.03920 -1.10971 -0.02012 0.006
H 2.00946 -0.65811 -1.57636 0.021
H 2.89386 0.31204 0.90994 -0.157


(ii)
13
Properties=species:S:1:pos:R:3:lowdin_charge:R:1 method="wB97M-V/def2-TZVPD" lumo_ev=0.900 smiles=OCCCS spin_multiplicity=1
O 1.43132 1.99183 -0.09873 -0.057
C 0.36704 1.21129 -0.60285 -0.281
C 0.35267 -0.10843 0.19534 -0.257
C -0.91024 -0.98393 0.14118 -0.610
S -0.68154 -2.75971 0.11821 0.699
H 1.16366 2.89241 -0.21842 0.072
H 0.44116 0.97465 -1.66217 0.114
H -0.58072 1.72465 -0.41245 0.117
H 0.70602 0.18874 1.18123 0.110
H 1.14412 -0.75307 -0.21328 0.093
H -1.55191 -0.58913 0.92825 0.075
H -1.45233 -0.79728 -0.78774 0.062
H -0.42927 -2.99201 1.43142 -0.137


(iii)
13
Properties=species:S:1:pos:R:3:lowdin_charge:R:1 method="wB97M-V/def2-TZVPD" lumo_ev=0.841 smiles=CSCCO spin_multiplicity=1
C 1.56853 -1.00580 -0.20825 -0.385
S 0.87344 0.43602 0.75857 0.776
C -0.90483 -0.04993 0.80604 -0.489
C -1.32396 -0.38455 -0.58159 -0.373
O -1.16134 0.77836 -1.37629 -0.099
H 2.64417 -0.83650 -0.11916 0.020
H 1.19753 -1.93036 0.29046 0.052
H 1.30305 -0.86653 -1.30699 0.055
H -1.48637 0.82216 1.18913 0.091
H -1.10679 -0.88353 1.52837 0.091
H -0.62167 -1.25100 -0.90885 0.101
H -2.37087 -0.76008 -0.60448 0.129
H -0.28192 1.14426 -1.29245 0.032


Name the least stable of them. (i).


(i)
38
Properties=species:S:1:pos:R:3:lowdin_charge:R:1 method="wB97M-V/def2-TZVPD" lumo_ev=-3.041 total_charge=+1 spin_multiplicity=1
N 0.19658 -0.01199 0.53457 0.361
H -0.75972 -0.25227 0.46373 0.091
H 0.76151 -0.75176 0.23229 0.076
H 0.59049 -0.01320 1.44408 0.093
H 0.42220 0.81835 0.02240 0.093
O -0.83670 -3.03324 -0.38184 -0.001
H -1.63361 -3.47503 -0.59415 0.052
H -0.35601 -3.57759 0.20373 0.007
O -2.13218 -0.05978 -1.98131 0.001
H -2.73378 0.44794 -1.46804 0.005
H -1.53130 0.57689 -2.22035 -0.076
O 0.79646 -1.07774 -2.13951 -0.021
H 0.21538 -1.72958 -1.76793 -0.016
H 1.45808 -1.68424 -2.39837 0.017
O -0.47654 1.95201 -2.22749 0.007
H -0.58237 2.57746 -1.52686 0.001
H -1.12721 2.18765 -2.82761 0.045
O 2.03398 -3.18047 -0.22150 -0.086
H 2.93901 -3.03075 -0.56417 0.068
H 1.56835 -3.58279 -1.02921 0.078
O 0.52498 3.45719 -0.04352 -0.045
H 1.48155 3.48578 0.19813 0.077
H 0.31103 4.38524 -0.08792 0.075
O -2.17164 2.07243 0.65232 -0.028
H -1.98274 2.74395 -0.01263 0.025
H -2.97072 1.73279 0.25351 0.035
O 2.41402 1.99144 -1.69277 -0.010
H 1.57506 2.36165 -1.49239 -0.049
H 2.70330 1.65062 -0.85804 0.018
O 0.76456 -2.43613 2.27085 -0.075
H -0.16681 -2.18568 2.35773 -0.018
H 0.75758 -3.39212 2.00044 0.059
O -1.95534 -1.65666 2.32209 -0.018
H -2.60415 -1.02716 2.55135 0.041
H -2.34772 -2.33260 1.75246 0.062
O 1.28857 1.84764 2.62670 -0.026
H 1.64666 1.73562 3.46936 0.019
H 1.91920 2.46614 2.17985 0.063


(ii)
38
Properties=species:S:1:pos:R:3:lowdin_charge:R:1 method="wB97M-V/def2-TZVPD" lumo_ev=-3.227 total_charge=+1 spin_multiplicity=1
N 0.06811 -0.12318 0.38103 0.418
H 1.05411 -0.11318 0.23603 0.111
H -0.36089 -0.77518 -0.03697 0.013
H -0.08289 0.79382 0.14703 0.067
H 0.00411 0.07782 1.28403 0.094
O -1.37289 2.29282 2.53803 -0.015
H -0.77589 2.93382 2.20903 0.016
H -1.68489 2.72282 3.34503 0.085
O -0.37489 -3.54618 -1.64297 -0.120
H -0.94589 -2.75418 -1.62597 -0.029
H -1.02789 -4.35918 -1.31897 0.167
O 3.43111 -0.86018 0.87203 -0.021
H 3.98811 -0.16318 1.24303 0.081
H 3.96611 -1.32718 0.26903 0.047
O -2.58889 1.57982 0.14803 -0.023
H -2.42489 2.12282 0.94603 0.062
H -2.73889 0.60082 0.41403 0.100
O 1.97411 -2.21018 -1.56897 -0.014
H 1.12011 -2.65318 -1.50597 -0.018
H 1.85411 -1.34818 -1.76897 -0.089
O -1.53689 -1.10818 -1.99097 -0.080
H -2.51189 -0.97418 -1.73097 0.110
H -1.20789 -0.22018 -2.29497 0.074
O -2.63389 -1.34118 0.48403 -0.094
H -2.57489 -1.66518 1.47803 0.155
H -2.41289 -2.10818 -0.06697 0.039
O 1.48611 0.53382 -1.81597 -0.075
H 0.63011 0.94182 -2.05497 0.032
H 2.33311 0.90182 -2.21297 0.126
O -1.19189 2.25182 -1.53597 -0.111
H -1.76589 3.02182 -1.61397 0.052
H -1.74189 2.03782 -0.71897 -0.114
O 1.32911 3.05082 0.30803 -0.067
H 1.21911 3.39882 1.18103 0.010
H 0.89811 3.65182 -0.38697 0.094
O 1.81311 -2.01618 2.77703 -0.158
H 2.40611 -1.55618 2.06803 0.001
H 2.38211 -1.69218 3.56403 0.074


Name the least stable of them. (ii).


(i)
18
Properties=species:S:1:pos:R:3:lowdin_charge:R:1 method="wB97M-V/def2-TZVPD" lumo_ev=-0.044 spin_multiplicity=1
C -2.15599 -0.69002 1.06084 -0.030
C 0.19926 -0.04934 0.50616 -0.338
C -1.04039 -0.52051 0.08487 -0.321
C 0.95239 0.80740 -0.39246 -0.246
N -1.29256 -0.89912 -1.19669 0.122
C 0.80163 1.93413 -1.07496 0.082
O 0.43873 -0.00821 1.88586 0.024
C 2.05017 -0.21942 -0.25190 -0.107
C 3.12899 -0.77637 -0.13205 0.126
H 1.34947 0.29417 1.99448 0.098
H -2.25071 -0.88416 -1.50950 0.096
H -0.59239 -0.64025 -1.88051 0.100
H -1.89535 -0.24595 2.01819 0.075
H -2.34830 -1.74868 1.23571 0.084
H -3.09138 -0.22714 0.74630 0.082
H -0.00436 2.19943 -1.74045 0.064
H 1.59824 2.66938 -1.06539 0.065
H 4.15255 -0.99534 -0.28849 0.021


(ii)
18
Properties=species:S:1:pos:R:3:lowdin_charge:R:1 method="wB97M-V/def2-TZVPD" lumo_ev=0.519 spin_multiplicity=1
C 0.46761 -0.63975 0.00821 -0.629
C -0.26710 -0.78976 1.26945 -0.053
C -1.05497 0.99568 -0.14230 -0.341
C -1.51739 -0.12440 -1.11251 -0.025
C -0.50771 -1.02937 -1.04340 -0.059
C 0.54085 0.85928 -0.26574 -0.169
C 1.65875 1.63451 -0.28780 0.044
H 2.49910 -0.18150 0.05298 0.239
H 0.31970 -0.86250 2.25744 0.153
H -0.77898 -1.70953 0.87660 0.122
H -2.34316 0.68835 1.44211 0.202
H -1.51892 2.01950 -0.15628 0.145
H -2.63711 -0.41493 -1.46378 0.154
H -0.99599 -1.98434 -1.31347 0.125
H 1.48003 2.79768 -0.50452 0.118
H 2.70619 1.13138 0.11661 0.097
N -1.19443 0.53182 1.18783 -0.032
O 1.71374 -1.33050 -0.02226 -0.091


Name the least stable of them. (ii).


(i)
42
Properties=species:S:1:pos:R:3:lowdin_charge:R:1 method="wB97M-V/def2-TZVPD" lumo_ev=0.742 smiles="COc1ccc(CC(=O)NC[C@H]2COc3ccccc3O2)cc1" spin_multiplicity=1
C 1.21463 -0.16009 -3.69797 -0.076
O 0.88024 1.07772 -3.11683 -0.079
C -0.19619 1.13380 -2.28491 -0.271
C -0.43116 2.36510 -1.67261 0.002
C -1.47146 2.51328 -0.77897 -0.056
C -2.30709 1.44361 -0.47066 -0.247
C -3.33192 1.54343 0.62530 -0.053
C -2.70403 0.89609 1.86026 -0.493
O -3.14681 -0.08250 2.40990 0.082
N -1.58424 1.55337 2.27706 0.072
C -0.55808 0.88207 3.03367 -0.106
C 0.52803 0.35323 2.08888 -0.271
C 1.78670 -0.14602 2.80438 -0.118
O 2.75608 -0.52119 1.85398 -0.017
C 2.25144 -1.31528 0.85232 -0.194
C 3.13911 -2.01803 0.04804 -0.001
C 2.66501 -2.86879 -0.93198 -0.100
C 1.29971 -3.04482 -1.09787 -0.106
C 0.40895 -2.33268 -0.31799 -0.017
C 0.87632 -1.44110 0.63901 -0.187
O -0.03740 -0.70709 1.34562 0.014
C -2.08727 0.23244 -1.11014 -0.025
C -1.05291 0.07256 -2.01463 -0.019
H 1.41302 -0.92085 -2.93548 0.078
H 0.42746 -0.51295 -4.37226 0.097
H 2.12196 0.02176 -4.27170 0.095
H 0.22411 3.18937 -1.90728 0.118
H -1.63807 3.47966 -0.32061 0.115
H -4.24037 0.99608 0.37608 0.125
H -3.58189 2.58327 0.83980 0.123
H -1.25211 2.29331 1.67394 0.119
H -1.03372 0.04455 3.54844 0.137
H -0.11761 1.56923 3.76100 0.130
H 0.83227 1.15494 1.39169 0.169
H 2.23878 0.63844 3.41305 0.139
H 1.52261 -1.00260 3.43972 0.150
H 4.19574 -1.88688 0.21770 0.119
H 3.36190 -3.40882 -1.55415 0.101
H 0.92819 -3.73394 -1.84121 0.104
H -0.65728 -2.44435 -0.42642 0.118
H -2.73002 -0.60535 -0.88499 0.126
H -0.91264 -0.88396 -2.49116 0.102


(ii)
42
Properties=species:S:1:pos:R:3:lowdin_charge:R:1 method="wB97M-V/def2-TZVPD" lumo_ev=0.667 smiles="Cc1cccc(OCCCC(=O)Nc2ccc3c(c2)OCO3)c1" spin_multiplicity=1
C -1.27945 5.71886 0.92392 -0.050
C -0.46685 5.06213 -0.15144 -0.278
C -0.69373 5.33224 -1.49113 -0.064
C 0.07063 4.70917 -2.46496 -0.081
C 1.05852 3.81574 -2.11159 -0.016
C 1.29742 3.53242 -0.76554 -0.260
O 2.31052 2.64667 -0.52990 -0.054
C 2.58140 2.22256 0.78859 -0.199
C 1.57218 1.19296 1.30035 -0.163
C 1.56028 -0.05074 0.41680 -0.105
C 0.49607 -1.04048 0.86712 -0.457
O -0.24718 -0.84000 1.79931 0.082
N 0.49146 -2.16785 0.09577 0.117
C -0.31668 -3.30607 0.19405 -0.218
C -1.30563 -3.44065 1.16069 -0.012
C -2.09115 -4.58737 1.23569 0.017
C -1.85589 -5.58312 0.32067 -0.209
C -0.86387 -5.45075 -0.65200 -0.204
C -0.08238 -4.32841 -0.73890 0.062
O -0.83487 -6.57563 -1.43189 0.035
C -1.84209 -7.42423 -0.92096 -0.161
O -2.47500 -6.79937 0.17290 0.031
C 0.53040 4.15999 0.20564 0.010
H -1.82635 4.96990 1.49575 0.083
H -0.63259 6.25775 1.61511 0.082
H -1.99351 6.41919 0.49882 0.073
H -1.46744 6.02950 -1.77639 0.105
H -0.10764 4.92341 -3.50840 0.103
H 1.66517 3.32469 -2.85612 0.114
H 3.57513 1.76769 0.72759 0.129
H 2.63863 3.07885 1.47114 0.121
H 1.82924 0.91776 2.32369 0.127
H 0.56901 1.62058 1.31055 0.112
H 2.53712 -0.54083 0.44420 0.129
H 1.35859 0.24348 -0.61652 0.128
H 1.16433 -2.20218 -0.65763 0.141
H -1.46329 -2.64051 1.86295 0.098
H -2.85654 -4.68911 1.98575 0.120
H 0.68019 -4.24049 -1.49594 0.123
H -2.58384 -7.62972 -1.70968 0.139
H -1.39007 -8.37445 -0.59347 0.139
H 0.68971 3.96643 1.25542 0.113


Name the least stable of them. (ii).


(i)
7
Properties=species:S:1:pos:R:3:lowdin_charge:R:1 method="wB97M-V/def2-TZVPD" lumo_ev=-0.138 spin_multiplicity=1
C -0.19883 0.80512 0.09971 -0.093
C 1.15337 1.02379 0.00073 -0.127
C -1.24948 0.02197 0.07119 -0.008
N 1.66131 -0.17467 0.07217 -0.161
N 2.02904 -1.20206 0.01379 0.263
H -1.31560 -0.30963 -0.97193 0.076
H -2.07981 -0.16452 0.71434 0.051


(ii)
7
Properties=species:S:1:pos:R:3:lowdin_charge:R:1 method="wB97M-V/def2-TZVPD" lumo_ev=0.190 smiles=N#CCC#N spin_multiplicity=1
N -2.30234 -0.81565 -0.00406 0.172
C -1.17501 -0.40672 -0.14100 -0.228
C -0.03473 0.33866 -0.04326 -0.211
C 1.23546 -0.34523 -0.03064 -0.235
N 2.25901 -0.84565 -0.04926 0.168
H 0.04406 1.28539 -0.71049 0.178
H -0.02645 0.78919 0.97871 0.155


Name the least stable of them. (i).